ORCA calculation (wB97M-V/def2-TZVPD) on C27H58CdNP3 as an isolated structure at a distorted geometry.

Last column: Mulliken charge in e.
Atoms and positions in Å:
Cd1 0.2451 0.7652 -0.1806  0.46
P1 3.0854 -5.0201 -1.1520  1.02
P2 -0.9524 -5.4480 -1.6316  1.14
P3 -2.5100 2.7243 0.8920  1.43
N1 -1.4407 1.5768 0.5860  -0.50
C1 -0.7549 3.4210 2.9546  -1.65
C2 -0.8183 4.9588 1.0194  -1.84
C3 -3.1405 3.3640 -0.7534  1.65
C4 -5.1271 2.6234 1.9169  -1.78
C5 4.0417 -5.0313 0.3756  -1.53
C6 -2.7384 4.9376 2.6308  -1.85
C7 -0.9207 -2.6802 -1.5053  -0.49
C8 -3.8295 1.8084 1.8602  1.86
C9 -4.0910 0.4373 1.2082  -1.83
C10 0.6482 -6.1728 -2.1548  -1.23
C11 4.1796 -5.4828 -2.5326  -1.39
C12 -3.9168 4.6761 -0.5698  -1.77
C13 -1.9825 -5.4503 -3.1228  -1.71
C14 -1.7455 -6.7338 -0.6062  -1.47
C15 -3.3164 1.5343 3.2803  -1.82
C16 1.8535 -2.7719 -0.2276  -0.38
C17 1.0489 -3.6297 0.7811  -0.86
C18 -1.9530 3.5876 -1.7071  -1.53
C19 -0.1089 -4.3832 0.3245  -1.65
C20 -4.0452 2.3087 -1.4074  -1.81
C21 -1.1013 -3.9988 -0.6791  0.77
C22 2.3343 -3.4787 -1.5341  1.45
C23 0.0590 -2.7824 -2.7137  -0.84
C24 1.3419 -3.4687 -2.6269  -2.16
C25 2.3179 0.6130 -0.7059  -1.17
C26 -1.6919 4.0675 1.9152  1.87
C27 1.7716 -6.2915 -1.0948  -1.23
H1 -0.4941 -5.1065 1.0572  0.34
H2 0.7175 -2.9329 1.5733  0.44
H3 1.7896 -3.6814 -3.6054  0.30
H4 -3.1374 -0.0341 0.9438  0.30
H5 -2.8984 -4.8627 -2.9687  0.35
H6 4.8067 -5.8198 0.3392  0.45
H7 -2.0880 -7.5400 -1.2680  0.46
H8 4.5515 -4.0687 0.5162  0.39
H9 -2.1105 -3.9959 -0.2514  0.62
H10 -1.3119 2.6976 -1.7258  0.03
H11 -0.0925 4.3614 0.4531  0.24
H12 3.4073 -5.2183 1.2515  0.47
H13 -4.7642 4.5695 0.1194  0.26
H14 -4.9765 3.6303 2.3256  0.27
H15 -0.0424 4.1850 3.2955  0.49
H16 -0.4939 -3.2926 -3.5203  0.30
H17 -2.3545 3.7514 -2.7173  0.52
H18 -1.2906 3.0485 3.8323  0.32
H19 3.2163 -2.9026 -1.8860  0.52
H20 0.9810 -5.5971 -3.0387  0.43
H21 2.4816 -0.0988 -1.5256  0.17
H22 -4.7155 0.5024 0.3132  0.28
H23 -3.2918 4.3840 3.3983  0.27
H24 2.2923 -7.2462 -1.2707  0.71
H25 -2.1984 5.7519 3.1376  0.52
H26 0.4251 -7.1917 -2.5165  0.76
H27 -0.1973 2.5945 2.4985  0.16
H28 1.2642 -1.9045 -0.5192  -0.47
H29 -1.9101 -2.4166 -1.9130  0.44
H30 2.7304 -2.3564 0.2972  0.47
H31 2.8687 0.2759 0.1835  0.29
H32 -3.2535 2.4363 3.8991  0.24
H33 4.8201 -6.3276 -2.2324  0.43
H34 -5.8229 2.0973 2.5882  0.52
H35 -1.3454 4.4563 -1.4380  0.29
H36 1.3631 -6.3293 -0.0709  0.51
H37 -1.0432 -7.1572 0.1234  0.37
H38 0.2019 -1.7552 -3.0959  0.42
H39 -4.2462 2.6341 -2.4388  0.61
H40 -4.0299 0.8540 3.7679  0.63
H41 -2.6194 -6.3250 -0.0798  0.38
H42 3.5982 -5.7807 -3.4186  0.37
H43 -3.5379 1.3369 -1.4549  0.27
H44 -0.2532 5.6323 1.6806  0.60
H45 4.8301 -4.6413 -2.8139  0.42
H46 -2.3414 1.0331 3.2457  0.31
H47 -1.4348 -5.0661 -3.9916  0.47
H48 -5.6130 2.7027 0.9372  0.23
H49 -3.2764 5.4985 -0.2302  0.24
H50 -5.0135 2.2003 -0.9061  0.24
H51 -4.6083 -0.2010 1.9371  0.51
H52 2.6886 1.6047 -1.0029  0.38
H53 -3.4486 5.3997 1.9340  0.25
H54 -2.2749 -6.4900 -3.3363  0.46
H55 -0.6662 -1.8614 -0.8260  -0.43
H56 -1.3988 5.5883 0.3361  0.28
H57 -4.3224 4.9610 -1.5522  0.51
H58 1.7102 -4.3339 1.3079  0.18

* energy relative to the best compared isomer or geometry (same formula, charge and spin): 35.5 kcal/mol
* E_HOMO: -4.321 eV
* gap between HOMO and LUMO: 0.178 Ha

---

ORCA calculation (wB97M-V/def2-TZVPD) on C56H52KN7OPSb as an isolated structure at a distorted geometry.

Last column: Mulliken charge in e.
Atoms and positions in Å:
Sb1 0.2007 -3.5325 -4.0928  0.62
K1 0.3623 0.2905 0.5934  0.75
P1 1.5670 1.0372 3.4993  1.98
O1 -0.3834 -1.4851 1.9122  -0.96
N1 -2.2381 1.6560 -0.5653  1.28
N2 0.2035 3.1592 -0.3624  1.41
N3 2.4604 -3.8406 -1.8774  0.00
N4 2.4072 1.2937 -0.9659  1.02
N5 -1.3793 -2.9734 -1.5831  0.14
N6 0.5029 -0.6778 -4.9334  -0.44
N7 -1.1883 1.7592 2.4906  2.03
C1 -1.9781 0.2779 -4.1583  -0.39
C2 3.4655 -4.5383 -1.3101  0.63
C3 0.9882 1.3023 -6.2544  -1.27
C4 1.7708 -0.2768 5.9833  -0.11
C5 -2.0975 0.9525 3.0389  -0.65
C6 -3.5326 1.4213 -0.3659  -0.51
C7 5.3575 0.9658 1.9372  -0.52
C8 -2.8479 3.2080 -2.2719  -0.72
C9 3.9813 0.9403 2.1299  -0.05
C10 4.0575 0.8082 -2.6333  -0.75
C11 0.5921 4.8139 6.0176  -0.58
C12 -1.1594 1.0345 -4.9782  -0.59
C13 -0.3470 3.9614 1.9108  0.15
C14 0.0778 0.5194 -5.3488  0.53
C15 1.2538 2.5198 4.5497  -0.25
C16 1.9779 3.7028 4.3926  -0.41
C17 0.2032 -1.6782 2.9575  0.59
C18 4.2795 1.4518 4.4471  -0.14
C19 1.6524 4.8374 5.1223  -0.82
C20 -2.8659 -1.9037 0.0747  -0.93
C21 4.0899 2.1381 -3.0083  -0.72
C22 -1.1521 -3.9749 -2.4533  0.11
C23 -4.5451 2.0355 -1.0854  -1.32
C24 3.4886 -6.1297 -3.1012  -0.45
C25 6.1986 1.2240 3.0071  -0.60
C26 -3.5451 2.7711 3.5461  -0.88
C27 -4.1926 2.9439 -2.0708  -0.81
C28 1.9757 -4.2765 -3.0403  0.24
C29 -2.8248 -5.3389 -1.4397  -0.50
C30 0.1754 2.5168 5.4355  -0.49
C31 -0.1508 3.6502 6.1655  -0.81
C32 0.7062 -2.3602 6.5252  -0.44
C33 -2.3770 -3.1067 -0.6950  0.53
C34 -2.6079 3.6109 2.9702  -0.85
C35 1.5372 -1.2772 6.9011  -1.17
C36 -3.1021 -4.2934 -0.5876  -0.91
C37 -1.9002 2.5543 -1.4921  -0.36
C38 2.4625 -5.4087 -3.6860  -0.84
C39 -1.8605 -5.1678 -2.4157  -0.81
C40 0.1742 -2.4504 5.2791  -1.47
C41 1.5942 3.5515 -0.5510  -1.22
C42 1.2699 -0.3006 4.6788  0.23
C43 2.4391 2.5775 -1.3300  -0.04
C44 -0.4964 4.1947 0.4040  -1.26
C45 3.4192 1.1625 3.3863  0.02
C46 3.2611 3.0344 -2.3516  -0.94
C47 4.0015 -4.0883 0.0066  -1.14
C48 3.9896 -5.6906 -1.8969  -0.56
C49 5.6528 1.4808 4.2594  -0.82
C50 0.4432 -1.4412 4.2691  0.62
C51 3.1957 0.4400 -1.6123  -1.05
C52 -1.4264 3.0711 2.4682  0.34
C53 -0.4367 2.8819 -1.6483  -0.48
C54 -0.2808 -1.4089 -4.1325  -0.01
C55 -1.5433 -0.9679 -3.7400  -0.13
C56 -3.2843 1.4094 3.5917  -0.97
H1 -3.6965 -1.4942 -0.5089  0.50
H2 5.7674 0.7928 0.9482  0.47
H3 -1.5544 4.1697 0.1480  0.32
H4 2.3357 0.5905 6.3029  0.08
H5 -3.2447 -2.1886 1.0561  0.54
H6 6.3041 1.7152 5.0931  0.40
H7 2.0510 3.6627 0.4381  0.36
H8 -3.9039 -4.3683 0.1361  0.44
H9 -3.7632 0.7068 0.4172  0.63
H10 -2.1693 -1.5917 -3.1256  0.48
H11 3.8792 1.6754 5.4263  0.27
H12 -0.9836 3.6243 6.8581  0.45
H13 7.2725 1.2416 2.8681  0.38
H14 -0.4078 1.6101 5.5456  0.53
H15 -2.5282 3.9291 -3.0137  0.51
H16 0.0705 2.0246 -2.1024  0.30
H17 -0.1241 5.1967 0.1413  0.54
H18 -0.3362 3.7336 -2.3432  0.14
H19 4.7865 -6.2251 -1.3973  0.36
H20 -4.9461 3.4497 -2.6609  0.43
H21 -0.4751 -3.2763 5.0110  0.42
H22 -5.5829 1.8138 -0.8764  0.51
H23 -0.3651 4.9151 2.4411  0.91
H24 -1.8512 -0.1041 3.0555  0.18
H25 4.9270 -4.6020 0.2615  0.37
H26 3.3278 0.7640 1.2839  -0.08
H27 -2.1353 -1.1137 0.2271  -0.16
H28 3.2669 -4.2811 0.7910  0.27
H29 1.5836 2.0009 -5.6627  0.18
H30 1.6685 0.6250 -6.7656  0.37
H31 2.2275 5.7473 4.9954  0.41
H32 -4.4569 3.1738 3.9698  0.47
H33 4.1805 -3.0165 0.0255  0.15
H34 -3.3935 -6.2586 -1.3759  0.41
H35 -2.9596 0.6404 -3.8766  0.39
H36 0.3475 5.6962 6.5961  0.39
H37 0.4139 1.8722 -6.9846  0.40
H38 3.1385 -0.5847 -1.2847  0.88
H39 -1.4758 2.0007 -5.3512  0.35
H40 2.8018 3.7403 3.6889  0.39
H41 0.6133 3.4820 2.0915  -1.32
H42 4.7389 2.4781 -3.8057  0.44
H43 4.6785 0.0672 -3.1183  0.52
H44 3.8893 -7.0163 -3.5765  0.40
H45 1.9526 -1.2186 7.8981  0.41
H46 -1.6669 -5.9421 -3.1471  0.42
H47 0.4753 -3.1265 7.2566  0.37
H48 3.2474 4.0790 -2.6355  0.52
H49 -3.9733 0.7174 4.0574  0.49
H50 2.0377 -5.7197 -4.6324  0.39
H51 -2.7786 4.6801 2.9323  0.57
H52 1.6599 4.5313 -1.0537  0.38

* E_HOMO: -4.294 eV
* gap between HOMO and LUMO: 0.163 Ha

---

ORCA calculation (wB97M-V/def2-TZVPD) on C26H35BrCuN2O4S2Si as an isolated structure at a distorted geometry.

Last column: Mulliken charge in e.
Atoms and positions in Å:
Br1 -0.9095 0.8020 -0.9671  -0.27
Cu1 0.5833 -1.3598 -3.8072  -0.64
S1 -2.2812 -4.5466 -3.2401  -0.26
S2 -2.1577 -1.8903 -4.4892  -0.45
Si1 -0.9662 0.8977 1.2262  -0.39
O1 3.9288 4.0838 -0.1517  -0.70
O2 1.1006 0.3971 -4.3129  -0.85
O3 3.3431 -1.1759 -3.1355  -0.45
O4 2.1734 5.2320 -0.5975  -0.67
N1 2.8760 4.2324 -0.7628  1.19
N2 -0.1180 -3.0842 -3.2936  0.24
C1 0.2260 -4.2704 -2.6157  -0.39
C2 -0.8263 -5.2397 -2.5511  0.77
C3 2.7473 1.1167 -2.6786  1.24
C4 1.4243 -4.6099 -2.0526  -0.15
C5 0.6498 -0.1646 3.2460  -1.59
C6 -0.6847 2.9519 3.1795  -2.14
C7 2.4204 3.3005 -1.7168  -0.58
C8 -3.7749 1.6217 1.4709  -2.08
C9 -0.3522 -1.9223 1.5764  -2.30
C10 1.5711 1.3038 -3.5323  0.83
C11 1.0125 2.6198 -3.5250  -0.73
C12 -1.1955 3.6842 0.8627  -1.69
C13 -0.5918 -6.4665 -1.9541  -0.38
C14 1.0443 2.8169 1.3681  -1.99
C15 3.5894 -0.1148 -2.6172  -0.20
C16 1.3051 3.5314 -2.5776  -0.50
C17 3.1647 2.1179 -1.8574  -0.03
C18 1.6518 -5.8874 -1.4639  -0.79
C19 0.2889 -0.4716 1.8088  2.83
C20 0.6315 -6.7950 -1.4814  -0.29
C21 -2.8051 0.1532 3.2395  -1.78
C22 -2.8414 0.4471 1.7095  2.22
C23 -3.4351 -0.8271 1.0286  -1.71
C24 1.5181 -0.4575 0.9468  -2.42
C25 -1.4000 -3.1023 -3.6740  0.37
C26 -0.4100 2.6855 1.6452  2.76
H1 -4.7607 1.2582 1.8158  0.57
H2 1.2934 2.6729 0.3332  -0.07
H3 0.8526 -7.7810 -0.9496  0.22
H4 -1.3590 -7.2255 -1.8131  0.34
H5 -1.7423 2.9856 3.4272  0.37
H6 2.1261 0.4200 1.0285  0.37
H7 -1.2105 3.5384 -0.2343  0.15
H8 -3.7499 -0.0079 3.7597  0.46
H9 0.1645 2.8007 -4.2237  0.28
H10 1.4745 3.7852 1.6382  0.78
H11 2.2965 -3.8998 -1.9790  0.26
H12 -0.7652 4.6844 0.9761  0.46
H13 -3.6754 -0.6835 -0.0364  0.36
H14 -2.1712 -0.6887 3.4096  0.28
H15 1.2466 0.7845 3.2165  0.36
H16 0.4399 -2.6994 1.6957  0.56
H17 -0.0289 2.4097 3.8357  0.31
H18 -0.3220 3.9592 3.2994  0.69
H19 0.8179 4.5067 -2.5477  0.47
H20 -0.7599 -2.0215 0.5853  0.44
H21 -2.2660 3.6848 1.0877  0.35
H22 -3.5311 2.5203 2.0420  0.36
H23 1.4389 -0.6107 -0.1235  0.32
H24 -3.8977 1.8505 0.4047  0.33
H25 -4.3969 -1.0182 1.5245  0.48
H26 -2.7383 -1.7164 1.0595  0.27
H27 4.5666 0.1814 -2.0905  0.13
H28 4.1223 1.9640 -1.3273  0.28
H29 1.3415 -0.8982 3.7201  0.44
H30 -1.1073 -2.1421 2.2969  0.39
H31 2.5590 -6.0523 -0.9866  0.48
H32 1.6522 2.1866 2.0012  0.16
H33 2.1186 -1.2593 1.3456  0.64
H34 -2.2784 0.9957 3.6646  0.42
H35 -0.2511 -0.0939 3.8913  0.24

* E_HOMO: -4.761 eV
* gap between HOMO and LUMO: 0.257 Ha
* charge: -1

---

ORCA calculation (wB97M-V/def2-TZVPD) on CH2CeFLiO as an isolated structure at a distorted geometry.

Last column: Mulliken spin population.
Atoms and positions in Å:
Ce1 -0.5090 1.1619 0.2212  1.10
F1 0.9705 2.4821 -0.3913  -0.01
O1 -0.0286 -1.0253 0.7502  0.05
C1 1.1327 -1.7315 0.5382  0.80
Li1 -1.1589 -2.3974 1.2042  0.01
H1 1.6125 -2.1718 1.4187  0.02
H2 1.6664 -1.5997 -0.4072  0.03

* spin multiplicity: 3
* energy relative to the best compared isomer or geometry (same formula, charge and spin): 0.0 kcal/mol
* E_HOMO (spin up / spin down): -16.287 / -20.135 eV
* gap between HOMO and LUMO (spin up / spin down): 0.241 / 0.382 Ha
* charge: +2

---

ORCA calculation (wB97M-V/def2-TZVPD) on C28H47MnN6O4Se as an isolated structure.

Last column: Mulliken spin population.
Atoms and positions in Å:
Se1 4.1800 -1.0647 -1.9787  0.00
Mn1 -0.1544 0.7866 -0.2759  4.58
O1 0.8737 -0.9433 -0.2888  0.02
O2 0.3276 -2.8825 -1.2255  0.01
O3 -2.2317 1.5293 -0.4727  0.03
O4 -4.1510 1.9347 0.6141  0.01
N1 -0.3147 0.3410 -2.4710  0.13
N2 3.3097 -2.7829 0.1626  0.00
N3 -0.9927 0.7104 1.7146  -0.04
N4 3.8400 -0.7777 0.8124  0.00
N5 0.2881 2.7772 -0.5757  0.14
N6 -2.1593 -1.1684 -0.4033  0.02
C1 -2.9191 -0.2562 -2.6025  0.01
C2 3.1159 -0.9922 3.2346  0.00
C3 0.4066 -0.9599 -2.6329  0.02
C4 -2.0039 1.6900 -3.7722  -0.01
C5 -1.3192 -0.7201 1.9402  0.06
C6 0.5804 -1.6861 -1.3034  0.02
C7 0.1742 1.2279 3.8760  0.01
C8 -2.1828 1.5472 1.9072  0.07
C9 1.7448 4.4649 0.5111  0.00
C10 2.4153 -3.6119 2.3766  0.00
C11 2.1910 -3.1928 3.6815  0.00
C12 2.5356 -1.9077 4.1036  0.00
C13 -1.6001 0.3087 -3.2684  0.01
C14 -2.9621 1.6955 0.5887  0.00
C15 0.6689 1.4532 -2.7444  0.04
C16 0.7175 2.6345 1.8677  -0.04
C17 3.1836 -3.9933 -0.6290  0.00
C18 2.5479 2.1212 0.1636  -0.03
C19 3.7860 -1.5940 -0.2735  0.00
C20 -2.8414 -2.8036 -2.1458  0.00
C21 0.5093 2.8322 -2.0459  -0.01
C22 0.2751 1.2085 2.3533  0.07
C23 1.3332 2.9941 0.4693  0.01
C24 -4.5563 -1.3201 -1.0727  0.00
C25 3.3310 -1.4122 1.9333  0.00
C26 2.9891 -2.6963 1.5117  0.00
C27 -3.1265 -1.4202 -1.5844  0.01
C28 -2.4778 -1.2610 1.0606  0.01
H1 -2.6307 -2.3079 1.3174  0.00
H2 -1.8998 2.5486 2.2274  0.00
H3 1.1404 1.4689 4.3186  0.00
H4 -5.2377 -1.4309 -1.9155  0.00
H5 1.4070 -0.8040 -3.0397  0.00
H6 -4.7548 -0.3509 -0.6105  0.00
H7 2.3613 -1.6242 5.1330  0.00
H8 -0.1298 -1.6157 -3.3137  0.00
H9 -2.2668 2.3412 -2.9388  0.00
H10 2.1503 -4.3299 -0.6284  0.00
H11 1.0440 0.4744 2.0770  -0.07
H12 -2.8889 1.5873 -4.3996  0.00
H13 -1.9862 -0.1583 -0.5592  -0.09
H14 1.6288 1.0500 -2.4099  -0.03
H15 1.4916 2.9242 2.5819  0.00
H16 -0.5474 1.9743 4.2135  0.00
H17 -0.3241 3.3863 -2.4696  0.00
H18 2.3195 1.0499 0.1233  0.03
H19 -1.8225 -2.9058 -2.5143  0.00
H20 3.4031 -0.0030 3.5676  0.00
H21 -3.4067 -0.7232 1.2363  0.00
H22 -3.5333 -2.9985 -2.9647  0.00
H23 -2.8415 1.1486 2.6820  0.00
H24 -1.6433 -0.8879 2.9738  -0.01
H25 -0.4167 -1.3102 1.7655  0.00
H26 0.7763 1.6348 -3.8180  0.00
H27 -1.3344 -1.7511 -0.5692  -0.01
H28 3.4873 -3.7610 -1.6460  0.00
H29 2.1398 4.7764 -0.4569  0.00
H30 2.1521 -4.6087 2.0503  0.00
H31 -2.9983 -3.5723 -1.3864  0.00
H32 1.4175 3.3902 -2.2880  0.00
H33 0.8917 5.1015 0.7539  0.00
H34 4.2249 0.1482 0.7468  0.00
H35 -0.5519 3.2929 -0.3442  0.02
H36 2.5207 4.6369 1.2573  0.00
H37 -1.2333 2.1545 -4.3852  0.00
H38 -3.4143 0.6042 -2.1569  0.00
H39 -0.0995 3.3379 2.0535  0.01
H40 1.7497 -3.8809 4.3896  0.00
H41 3.0093 2.3929 -0.7867  0.00
H42 -0.1265 0.2538 4.2612  0.00
H43 -4.7775 -2.1192 -0.3635  0.00
H44 3.2964 2.2699 0.9439  0.00
H45 3.8393 -4.7607 -0.2180  0.00
H46 -3.5318 -0.5473 -3.4596  0.00
H47 -1.3849 -0.3065 -4.1467  0.00

* spin multiplicity: 6
* energy relative to the best compared isomer or geometry (same formula, charge and spin): 7.7 kcal/mol
* E_HOMO (spin up / spin down): -9.841 / -9.841 eV
* gap between HOMO and LUMO (spin up / spin down): 0.292 / 0.291 Ha
* charge: +1

---

ORCA calculation (wB97M-V/def2-TZVPD) on C2H4NPS in the gas phase at a distorted geometry.

Last column: Mulliken charge in e.
Atoms and positions in Å:
S1 1.6208 0.2614 -0.4038  0.02
P1 -1.3402 -0.1480 0.2197  0.07
N1 -0.9391 -1.6079 0.0920  -0.38
C1 1.1224 -1.2038 0.0993  -0.22
C2 -0.0762 1.1177 -0.4618  -0.54
H1 -0.3166 1.9233 0.2433  0.29
H2 -1.5606 0.2083 1.5485  0.02
H3 -0.2375 1.4757 -1.5042  0.35
H4 1.7268 -2.0267 0.1669  0.38

* energy relative to the best compared isomer or geometry (same formula, charge and spin): 133.4 kcal/mol
* E_HOMO (spin up / spin down): -7.598 / -7.599 eV
* gap between HOMO and LUMO (spin up / spin down): 0.246 / 0.247 Ha